No. 1
{
  "formula": "C54H41AsMoN8O9S2",
  "method": "ωB97M-V with the def2-TZVPD basis set",
  "max_force_ha_per_bohr": 0.0357,
  "s2": 2.0530,
  "gap_ev": [7.2, 6.3],
  "energy_ha": -6297.8952,
  "spin_multiplicity": 3,
  "e_homo_ev": [-7.6657, -7.9070],
  "species": ["Mo", "N", "C", "S", "N", "N", "C", "C", "C", "C", "C", "C", "C", "O", "H", "H", "H", "H", "H", "H", "H", "N", "C", "N", "C", "C", "C", "C", "C", "C", "S", "H", "H", "H", "H", "H", "H", "O", "C", "O", "As", "C", "C", "C", "C", "C", "C", "C", "C", "C", "C", "C", "C", "C", "C", "C", "C", "C", "C", "H", "H", "H", "H", "H", "H", "H", "H", "H", "H", "H", "H", "H", "H", "H", "N", "C", "C", "C", "C", "C", "C", "C", "C", "C", "C", "C", "C", "C", "H", "H", "H", "H", "H", "H", "H", "H", "H", "H", "O", "C", "O", "C", "C", "C", "C", "C", "C", "N", "O", "O", "N", "O", "O", "H", "H", "H"],
  "positions_angstrom": [[0.3109, 1.3458, 0.2036], [1.7378, -2.1318, -2.3629], [1.4471, -0.9372, -1.7647], [0.4334, -1.0418, -0.3406], [1.9662, 0.1263, -2.2748], [1.5533, 1.3036, -1.6568], [1.8207, 2.3383, -2.3747], [1.5205, 3.7138, -2.0554], [1.7232, 4.6770, -3.0517], [1.4432, 6.0076, -2.8254], [0.9740, 6.3966, -1.5701], [0.7905, 5.4708, -0.5627], [1.0486, 4.1153, -0.7948], [0.8359, 3.2453, 0.1786], [1.1019, -2.8890, -2.1738], [2.0655, -2.0607, -3.3140], [2.3100, 2.1433, -3.3282], [2.0842, 4.3533, -4.0197], [1.5866, 6.7387, -3.6079], [0.7545, 7.4388, -1.3783], [0.4256, 5.7652, 0.4114], [-2.7558, -0.8677, -1.5414], [-1.9810, -1.0547, -2.6410], [-1.3771, -0.1248, -3.2931], [-0.7017, -0.6513, -4.3800], [0.0944, 0.0783, -5.2565], [0.7549, -0.5838, -6.2754], [0.6375, -1.9653, -6.4335], [-0.1490, -2.7086, -5.5677], [-0.8102, -2.0399, -4.5488], [-1.8278, -2.6913, -3.2963], [-2.6351, 0.0169, -1.0636], [-2.8651, -1.6600, -0.9302], [0.1867, 1.1501, -5.1344], [1.3740, -0.0198, -6.9592], [1.1594, -2.4615, -7.2397], [-0.2475, -3.7791, -5.6884], [2.6106, 0.4681, 2.2331], [1.8094, 0.7924, 1.4998], [-0.2474, -1.3997, 2.4697], [0.0354, -2.2012, 3.8772], [-1.5944, -2.5104, 4.8450], [-2.4574, -3.5010, 4.3874], [-3.7056, -3.6516, 4.9701], [-4.0951, -2.8081, 6.0008], [-3.2348, -1.8221, 6.4589], [-1.9804, -1.6728, 5.8845], [0.8546, -3.9023, 3.5665], [1.5283, -4.0495, 2.3581], [2.1662, -5.2493, 2.0783], [2.1232, -6.2895, 2.9960], [1.4422, -6.1408, 4.1966], [0.8040, -4.9432, 4.4859], [1.2130, -1.1741, 4.9917], [0.9777, 0.1956, 5.0697], [1.8378, 1.0057, 5.7918], [2.9430, 0.4477, 6.4217], [3.1864, -0.9145, 6.3312], [2.3219, -1.7310, 5.6139], [-2.1579, -4.1478, 3.5699], [-4.3781, -4.4201, 4.6151], [-5.0729, -2.9206, 6.4488], [-3.5403, -1.1681, 7.2643], [-1.3073, -0.9048, 6.2479], [1.5300, -3.2320, 1.6438], [2.6931, -5.3733, 1.1418], [2.6194, -7.2247, 2.7733], [1.4065, -6.9569, 4.9056], [0.2661, -4.8247, 5.4197], [0.1359, 0.6325, 4.5445], [1.6502, 2.0699, 5.8499], [3.6228, 1.0799, 6.9767], [4.0549, -1.3427, 6.8139], [2.5171, -2.7943, 5.5366], [-0.8942, 1.3207, 1.5810], [-1.7684, 1.5190, 2.4813], [-3.0706, 0.8209, 2.4419], [-3.1744, -0.4496, 1.8779], [-4.4115, -1.0653, 1.7911], [-5.5524, -0.4144, 2.2404], [-5.4550, 0.8602, 2.7793], [-4.2193, 1.4763, 2.8831], [-1.4740, 2.5253, 3.5315], [-1.9590, 2.3603, 4.8281], [-1.6035, 3.2566, 5.8240], [-0.7748, 4.3298, 5.5293], [-0.2965, 4.5019, 4.2366], [-0.6374, 3.6021, 3.2409], [-2.2698, -0.9518, 1.5609], [-4.4890, -2.0606, 1.3721], [-6.5172, -0.8974, 2.1666], [-6.3438, 1.3808, 3.1077], [-4.1489, 2.4821, 3.2728], [-2.6027, 1.5203, 5.0569], [-1.9754, 3.1176, 6.8301], [-0.5040, 5.0332, 6.3053], [0.3443, 5.3413, 4.0041], [-0.2638, 3.7250, 2.2326], [-2.7697, 3.0675, -0.0036], [-2.0554, 2.8814, -0.9710], [-1.1606, 1.9661, -1.1211], [-2.1724, 3.7543, -2.1971], [-1.5115, 3.4033, -3.3652], [-1.5728, 4.2636, -4.4424], [-2.2636, 5.4595, -4.4123], [-2.9110, 5.7702, -3.2312], [-2.8874, 4.9424, -2.1239], [-3.6406, 7.0494, -3.1529], [-3.6466, 7.7483, -4.1427], [-4.1886, 7.3160, -2.1065], [-0.8427, 3.9141, -5.6715], [-0.0379, 3.0079, -5.5991], [-1.0475, 4.5864, -6.6580], [-0.9657, 2.4704, -3.4115], [-2.2930, 6.1195, -5.2652], [-3.3967, 5.2118, -1.2107]]
}

---

No. 2
{
  "formula": "C54H41ClF10N5OPTi",
  "method": "ωB97M-V with the def2-TZVPD basis set",
  "max_force_ha_per_bohr": 0.0363,
  "gap_ev": 5.1,
  "energy_ha": -5080.9247,
  "spin_multiplicity": 1,
  "e_homo_ev": -6.0654,
  "species": ["Ti", "Cl", "C", "C", "C", "C", "O", "C", "C", "N", "C", "C", "C", "C", "C", "C", "C", "C", "N", "C", "C", "H", "H", "H", "H", "H", "H", "H", "H", "H", "H", "C", "N", "C", "C", "N", "C", "C", "F", "C", "F", "C", "F", "C", "F", "C", "F", "C", "C", "N", "C", "C", "F", "C", "F", "C", "F", "C", "F", "C", "F", "H", "H", "H", "H", "H", "H", "H", "H", "H", "H", "H", "C", "C", "C", "C", "C", "C", "C", "P", "C", "C", "C", "C", "C", "C", "C", "C", "C", "C", "C", "C", "C", "C", "H", "H", "H", "H", "H", "H", "H", "H", "H", "H", "H", "H", "H", "H", "H", "H", "H", "H", "H", "H"],
  "positions_angstrom": [[0.6376, -0.0360, -0.3958], [1.8706, 4.8862, 4.6336], [1.7930, 3.8607, 3.2389], [2.9734, 3.5221, 2.5659], [2.9312, 2.7185, 1.4530], [1.7132, 2.1986, 0.9993], [1.6648, 1.4148, -0.0618], [0.5345, 2.5384, 1.6822], [-0.7366, 2.0617, 1.2254], [-0.9215, 1.1072, 0.3779], [-2.2674, 0.7286, -0.1071], [-4.7543, 1.2884, -0.0937], [-5.0151, 1.9724, -1.4034], [-4.2136, 1.8835, -2.4555], [-2.9244, 1.1908, -2.6085], [-2.4445, 1.1513, -3.9271], [-1.1988, 0.6756, -4.2333], [-0.4092, 0.2345, -3.1921], [-0.8527, 0.2110, -1.9363], [-2.0832, 0.6797, -1.6191], [0.5856, 3.3959, 2.7917], [3.9180, 3.9092, 2.9232], [3.8325, 2.4732, 0.9088], [-1.5885, 2.5815, 1.6503], [-5.4973, 1.6329, 0.6329], [-5.9307, 2.5442, -1.4999], [-4.5266, 2.3982, -3.3570], [-3.0682, 1.5624, -4.7114], [-0.8134, 0.6936, -5.2416], [0.6020, -0.0913, -3.3481], [-0.3284, 3.6769, 3.3010], [3.2800, -0.5459, -3.8776], [3.0704, -0.0036, -2.5315], [3.4699, 1.4118, -2.5175], [2.5743, 2.2525, -3.4392], [1.2091, 2.4435, -2.9993], [0.8853, 3.5172, -2.2876], [1.7014, 4.4351, -1.5659], [3.0504, 4.2546, -1.5038], [1.2092, 5.4759, -0.7989], [2.0709, 6.2517, -0.1176], [-0.1441, 5.7158, -0.6818], [-0.6198, 6.7152, 0.0864], [-0.9951, 4.8691, -1.3760], [-2.3253, 5.0444, -1.2830], [-0.4968, 3.8508, -2.1507], [-1.4038, 3.0869, -2.8095], [3.8775, -0.8609, -1.6582], [3.8527, -0.6821, -0.1507], [2.5969, -0.7584, 0.6295], [2.7976, -0.6552, 1.9623], [3.9956, -0.7713, 2.7183], [5.2044, -0.9445, 2.1380], [4.0294, -0.7302, 4.1023], [5.2048, -0.8859, 4.7180], [2.8952, -0.5366, 4.8695], [2.9496, -0.5106, 6.2061], [1.7090, -0.3625, 4.1874], [0.5648, -0.1343, 4.8412], [1.7058, -0.4146, 2.8144], [0.5052, -0.1951, 2.2069], [4.3342, -0.4564, -4.1764], [2.6793, -0.0202, -4.6155], [3.0152, -1.6034, -3.9107], [4.5150, 1.5154, -2.8605], [3.4164, 1.7838, -1.5004], [2.5225, 1.7466, -4.4093], [3.1050, 3.1915, -3.6399], [4.9410, -0.7411, -1.9267], [3.6254, -1.8932, -1.8978], [4.3469, 0.2731, 0.0705], [4.5293, -1.4699, 0.1839], [1.1593, -3.4554, 1.9884], [-0.1692, -3.4200, 2.6943], [-0.3061, -4.1560, 3.8706], [-1.5274, -4.2970, 4.5029], [-2.6599, -3.7374, 3.9299], [-2.5402, -2.9876, 2.7735], [-1.2973, -2.7712, 2.1716], [-1.1225, -1.7895, 0.6303], [-2.6593, -0.6580, 0.5751], [-2.9784, -0.1035, 1.9813], [-3.3708, 1.1572, 1.9118], [-3.3685, 1.6283, 0.4765], [-4.9170, -0.1932, -0.2953], [-3.9832, -1.1133, -0.0690], [-4.2652, -2.5346, -0.4590], [-1.1185, -3.1562, -0.5592], [-1.7983, -4.3699, -0.4293], [-1.6664, -5.3456, -1.3956], [-0.8373, -5.1170, -2.4936], [-0.0903, -3.9580, -2.5682], [-0.1734, -2.9845, -1.5647], [0.8562, -1.9092, -1.4587], [1.9811, -3.3340, 2.6946], [1.2624, -2.6918, 1.2204], [1.2772, -4.4282, 1.5030], [0.5728, -4.6378, 4.2834], [-1.6021, -4.8599, 5.4243], [-3.6331, -3.8761, 4.3830], [-3.4388, -2.5813, 2.3297], [-2.9084, -0.6736, 2.8914], [-3.7162, 1.7637, 2.7393], [-3.1611, 2.6889, 0.3269], [-5.8663, -0.5028, -0.7203], [-5.3043, -2.6226, -0.7739], [-4.0960, -3.2351, 0.3577], [-3.6324, -2.8416, -1.2906], [-2.4348, -4.5520, 0.4266], [-2.2010, -6.2814, -1.2977], [-0.7431, -5.8708, -3.2654], [0.6161, -3.8229, -3.3798], [1.2656, -1.7434, -2.4404], [1.6595, -2.3493, -0.8669]]
}